Record 1
Computed, not measured: a molecular structure, C9H6Cl2O8PdS2 in a non-equilibrium geometry, with the ωB97M-V functional and the def2-TZVPD basis.

Molecular weight: 483.60 g mol⁻¹
Energy above the lowest of the compared OMol25 structures with the same formula, charge and spin: 162.94 kJ/mol
HOMO (alpha / beta): -1.82 / -1.82 eV
Energy: -76007.94463 eV
Maximum force: 3.0 eV/A
Spin multiplicity: 1
Charge: -2

```
28
Properties=species:S:1:pos:R:3:forces:R:3:mulliken_charge:R:1
Pd 0.266 0.059 2.275 2.860 0.060 -0.847 -0.0028
O -2.025 -0.193 2.295 -1.360 0.108 0.674 -0.6466
S -1.646 0.366 3.631 -2.509 0.053 -0.116 1.4770
O -2.774 0.607 4.510 0.185 0.060 0.072 -0.7081
O -0.870 1.629 3.342 0.433 -0.031 -0.388 -0.6537
O -0.657 -0.591 4.222 0.729 -0.017 -0.749 -0.6237
O -3.369 0.715 -4.270 -0.031 0.035 -0.041 -0.5177
C -2.064 1.097 -4.393 -0.103 -0.054 -0.265 0.6070
O -1.692 1.460 -5.485 0.028 0.008 0.006 -0.6347
C -1.227 1.025 -3.194 0.238 0.026 0.367 0.9785
C -1.700 0.693 -1.913 -0.012 0.011 -0.283 -1.0159
C -0.874 0.683 -0.816 0.140 0.029 0.115 -0.7672
C 0.492 1.020 -0.934 -0.312 -0.013 -0.139 0.4272
S 1.540 1.083 0.430 -0.690 -0.416 1.004 -0.3058
C 0.972 1.327 -2.225 0.056 -0.029 0.207 -0.5185
C 0.135 1.332 -3.315 -0.194 -0.002 -0.182 -0.4843
H -3.535 0.441 -3.362 0.013 -0.032 0.096 0.2963
H -2.743 0.437 -1.744 -0.001 0.010 0.074 0.1623
H -1.262 0.429 0.165 -0.088 -0.002 -0.014 0.7787
H 2.024 1.559 -2.340 -0.010 0.020 -0.035 0.3706
H 0.510 1.571 -4.302 0.033 0.029 0.015 0.3832
Cl 2.668 -4.386 2.897 -0.030 -0.187 0.060 -0.2052
C 3.361 -2.776 2.626 -0.295 0.279 -0.056 0.0257
Cl 4.404 -2.791 1.185 0.166 -0.022 -0.128 -0.2092
C 2.268 -1.680 2.458 0.626 -0.131 0.142 0.8432
O 2.487 -0.643 3.096 0.529 -0.438 0.145 -0.6347
O 1.319 -1.935 1.688 -0.401 0.650 0.248 -0.7034
H 3.991 -2.541 3.474 0.000 -0.001 0.013 0.2817
```
Forces are in eV/Å.


Record 2
Computed, not measured: a molecular structure, C9H6CrN2O4 in a non-equilibrium geometry, with the ωB97M-V functional and the def2-TZVPD basis.

Molecular weight: 258.15 g mol⁻¹
Energy above the lowest of the compared OMol25 structures with the same formula, charge and spin: 0.00 kJ/mol
HOMO (alpha / beta): -21.05 / -21.05 eV
Energy: -48985.39993 eV
Maximum force: 9.8 eV/A
Spin multiplicity: 4
Charge: +3

```
22
Properties=species:S:1:pos:R:3:forces:R:3:mulliken_charge:R:1
O 0.659 -2.514 -2.328 1.251 6.042 1.623 -0.0463
C 0.916 -1.412 -2.039 -2.237 -8.824 -3.294 0.6316
Cr 1.512 0.267 -1.451 -1.164 -0.437 4.825 -0.4104
O -3.777 0.587 -4.309 3.072 -0.702 0.202 -0.1259
C -2.663 0.340 -4.203 -2.996 0.704 -0.118 0.1347
C 2.680 0.479 -2.920 4.716 1.195 -8.510 0.7503
O 3.176 0.635 -3.964 -2.482 -0.848 5.716 -0.0157
C 0.798 1.983 -1.690 -2.811 8.983 -1.216 0.6201
O 0.469 3.101 -1.713 1.587 -5.937 0.121 -0.0436
N -0.822 -0.740 3.814 0.879 0.748 -2.703 -0.2932
C -0.468 -0.408 2.551 -0.619 -0.856 3.275 1.1700
C 0.894 -0.197 2.223 1.890 0.496 -1.207 -0.7614
C 1.217 0.097 0.916 -0.663 -0.698 2.683 -0.1940
N 0.232 0.114 -0.019 1.382 0.423 -2.147 0.0290
C -1.081 -0.022 0.249 -1.015 -0.248 1.336 -0.5860
C -1.462 -0.283 1.553 -0.488 0.240 -1.995 -0.5577
H -0.117 -0.834 4.534 -0.031 -0.052 0.263 0.2733
H -1.792 -0.894 4.055 -0.188 -0.069 0.220 0.2697
H 1.671 -0.272 2.978 -0.070 0.074 -0.031 0.4249
H 2.244 0.324 0.554 -0.044 -0.171 0.684 0.6601
H -1.778 0.083 -0.585 0.113 -0.134 0.303 0.6422
H -2.507 -0.432 1.794 -0.080 0.070 -0.031 0.4284
```
Forces are in eV/Å.


Record 3
Computed, not measured: a gas-phase ion, C9H6NO4S (charge -1) in a non-equilibrium geometry, with the ωB97M-V functional and the def2-TZVPD basis.

Molecular weight: 224.22 g mol⁻¹
Energy above the lowest of the compared OMol25 structures with the same formula, charge and spin: 0.00 kJ/mol
HOMO: -3.74 eV
Energy: -29942.41916 eV
Maximum force: 4.1 eV/A
Spin multiplicity: 1
Charge: -1

```
21
Properties=species:S:1:pos:R:3:forces:R:3:mulliken_charge:R:1
C -2.868 -0.902 -1.950 -0.121 -0.219 -1.824 0.3877
C -2.519 -0.548 -0.877 -0.090 0.474 2.359 -0.8212
C -0.706 1.770 0.430 1.263 1.475 0.003 -0.3416
C 0.342 0.793 0.301 0.239 1.261 0.364 0.7338
C 2.743 -0.675 -0.552 1.507 -1.344 -2.096 0.6855
C 1.653 1.369 0.076 0.635 1.923 -1.827 0.2118
C 2.264 -1.374 0.708 -2.607 3.167 -0.571 -0.7206
C -1.984 1.504 0.696 -2.126 0.400 0.192 -0.6639
C 0.742 -1.487 0.380 -1.240 -1.073 -0.147 -0.3731
N -0.096 -0.495 0.282 2.771 -0.999 -0.262 -0.2303
O 1.995 2.562 0.124 -0.965 -1.754 0.752 -0.7067
O 3.211 -1.325 -1.494 -0.473 0.496 1.633 -0.6700
O 2.624 0.633 -0.735 -1.314 -0.231 1.734 -0.2926
O -4.024 -0.085 1.138 -1.757 0.480 0.416 -0.6786
S -2.603 -0.179 0.840 1.791 -0.364 -0.153 0.4017
H -3.048 -1.028 -2.973 -0.198 -0.342 -0.648 0.4618
H -0.303 2.800 0.233 -0.881 -0.821 0.570 0.2616
H 2.832 -2.211 0.791 0.943 -2.961 -0.106 0.3564
H 2.399 -0.865 1.681 -0.194 0.573 -0.627 0.2903
H -2.890 2.193 0.832 1.694 -0.794 -0.487 0.3198
H 0.238 -2.449 0.071 1.123 0.651 0.725 0.3883
```
Forces are in eV/Å.


Record 4
Computed, not measured: a single C9H6O2 molecule in a non-equilibrium geometry, with the ωB97M-V functional and the def2-TZVPD basis.

Molecular weight: 146.14 g mol⁻¹
Energy above the lowest of the compared OMol25 structures with the same formula, charge and spin: 182.00 kJ/mol
HOMO: -9.00 eV
Energy: -13523.01140 eV
Maximum force: 6.1 eV/A
Spin multiplicity: 1
Structure (SMILES): O=Cc1ccc2occc2c1

```
17
Properties=species:S:1:pos:R:3:forces:R:3:mulliken_charge:R:1
O 3.883 0.010 0.290 -2.031 -0.715 -0.603 -0.5002
C 2.846 -0.584 -0.001 2.566 -0.763 0.257 -0.1137
C 1.508 0.021 -0.285 2.904 -5.350 0.762 0.9874
C 1.341 1.316 -0.275 -1.844 5.451 2.019 -0.3983
C 0.012 1.770 -0.074 0.541 2.454 0.018 -0.6417
C -0.964 0.832 -0.129 -3.357 -1.361 0.832 0.1528
O -2.356 1.003 0.122 1.731 0.322 -0.266 -0.4041
C -2.913 -0.239 0.178 -1.074 0.138 -1.043 0.0291
C -2.067 -1.301 -0.068 -1.638 1.449 1.250 -0.9738
C -0.771 -0.563 -0.166 -0.867 -0.741 -0.355 0.5954
C 0.526 -0.948 -0.157 -0.202 -1.928 -0.202 -0.4053
H 2.894 -1.769 -0.025 -0.333 1.932 0.001 0.2265
H 2.112 2.057 0.061 -0.279 -1.083 -1.111 0.3099
H -0.206 2.861 0.230 0.277 -1.964 -0.797 0.3054
H -4.026 -0.065 0.231 1.358 -1.024 0.199 0.3645
H -2.517 -2.370 0.003 1.739 2.005 -0.358 0.2615
H 0.697 -2.032 0.067 0.508 1.177 -0.603 0.2048
```
Forces are in eV/Å.


Record 5
Computed, not measured: a single C9H6O2 molecule in a non-equilibrium geometry, with the ωB97M-V functional and the def2-TZVPD basis.

Molecular weight: 146.14 g mol⁻¹
Energy above the lowest of the compared OMol25 structures with the same formula, charge and spin: 0.00 kJ/mol
HOMO: -9.42 eV
Energy: -13524.89774 eV
Maximum force: 1.8 eV/A
Spin multiplicity: 1
Structure (SMILES): O=C1Cc2ccccc2C1=O

```
17
Properties=species:S:1:pos:R:3:forces:R:3:mulliken_charge:R:1
O 3.257 -0.199 1.706 -1.667 0.038 -0.656 -0.5239
C 2.165 -0.100 1.181 1.119 0.029 0.483 0.2195
C 1.780 0.834 0.040 -0.498 0.511 -0.068 -0.5549
C 0.343 0.426 -0.296 0.439 0.258 0.109 0.3370
C -0.470 0.983 -1.273 0.117 0.075 0.165 -0.5189
C -1.756 0.480 -1.421 -0.193 0.036 -0.006 -0.3923
C -2.236 -0.556 -0.611 0.744 -0.192 0.400 -0.4881
C -1.418 -1.121 0.383 -0.182 0.829 -0.699 -0.5393
C -0.143 -0.580 0.535 0.309 -0.149 0.122 0.2786
C 0.887 -0.952 1.538 0.158 -0.808 0.339 0.5511
O 0.824 -1.776 2.424 0.054 0.793 -0.688 -0.5690
H 2.467 0.753 -0.820 -0.224 -0.046 0.398 0.3225
H 1.796 1.897 0.383 0.170 -0.715 -0.140 0.2461
H -0.104 1.830 -1.852 -0.164 -0.281 -0.087 0.4034
H -2.421 0.905 -2.175 0.197 -0.097 0.205 0.3605
H -3.244 -0.897 -0.771 -0.169 -0.206 0.061 0.3935
H -1.727 -1.926 1.029 -0.210 -0.075 0.061 0.4741
```
Forces are in eV/Å.


Record 6
Computed, not measured: a molecular structure, C9H6PdS5 in a non-equilibrium geometry, with the ωB97M-V functional and the def2-TZVPD basis.

Molecular weight: 380.90 g mol⁻¹
HOMO (alpha / beta): -15.97 / -15.97 eV
Energy: -67068.07932 eV
Maximum force: 3.8 eV/A
Spin multiplicity: 1
Charge: +2

```
21
Properties=species:S:1:pos:R:3:forces:R:3:mulliken_charge:R:1
Pd 0.248 -0.036 0.227 -0.788 0.211 -0.717 0.0939
C 0.693 1.035 2.442 0.167 -0.612 0.732 -0.2231
C 0.899 -0.355 2.595 -0.311 0.982 0.374 -0.3287
C 1.887 -1.006 1.836 -0.213 0.095 -0.628 -0.5554
C 2.646 -0.275 0.903 0.556 0.806 0.027 -0.1583
C 2.445 1.115 0.759 0.654 -1.114 -0.203 -0.3309
C 1.483 1.771 1.542 -0.696 -0.356 -0.081 -0.4646
H 0.015 1.555 3.110 -0.071 -0.106 -0.198 0.4460
H 0.375 -0.894 3.377 -0.100 0.026 -0.199 0.4359
H 2.124 -2.047 2.029 -0.164 0.011 -0.170 0.4703
H 3.471 -0.753 0.386 -0.212 0.016 -0.094 0.4444
H 3.107 1.691 0.121 -0.165 -0.095 -0.094 0.4410
H 1.404 2.852 1.508 -0.170 -0.081 -0.154 0.4642
S -4.898 -1.012 -4.916 1.782 0.324 1.769 0.1113
C -3.731 -0.796 -3.749 -1.969 -0.377 -1.930 0.0980
S -3.075 -2.121 -2.824 0.679 0.555 0.615 0.1346
C -1.989 -1.155 -1.863 0.286 -3.658 0.939 0.3694
C -1.993 0.219 -2.117 0.209 3.758 -0.496 0.3974
S -1.020 1.378 -1.313 -0.085 -2.236 0.255 0.0079
S -3.082 0.774 -3.358 0.691 -0.306 0.786 0.1351
S -1.008 -1.942 -0.695 -0.081 2.157 -0.534 0.0116
```
Forces are in eV/Å.


Record 7
Computed, not measured: a molecular structure, C9H7BrF6N3NiO6S2, with the ωB97M-V functional and the def2-TZVPD basis.

Molecular weight: 569.89 g mol⁻¹
HOMO (alpha / beta): -6.60 / -6.59 eV
Energy: -175262.91979 eV
Maximum force: 0.8 eV/A
Spin multiplicity: 1
Charge: -1

```
35
Properties=species:S:1:pos:R:3:forces:R:3:mulliken_charge:R:1
Ni 0.850 -0.587 -0.022 -0.440 0.334 -0.263 0.3798
N -0.540 -1.710 -0.007 -0.247 0.024 0.145 -0.4150
N 2.028 -1.905 -0.210 0.671 -0.184 0.393 -0.3366
C 3.034 -0.995 -0.603 -0.051 0.079 0.126 0.6308
O 4.071 -1.283 -1.152 0.033 -0.010 0.017 -0.6630
O 2.592 0.185 -0.222 -0.138 -0.038 -0.356 -0.6599
H -0.350 -2.630 0.365 0.041 -0.058 -0.168 0.1911
H -1.070 -1.735 -0.872 0.024 0.052 -0.043 0.1406
H 1.817 -2.662 -0.845 -0.102 0.049 -0.038 0.2234
Br 0.662 0.676 6.386 0.003 0.002 -0.004 -0.2299
C 0.717 0.279 4.527 -0.006 0.005 0.015 0.0672
C -0.449 -0.061 3.872 -0.047 -0.007 -0.007 -0.5462
C -0.413 -0.364 2.514 0.055 0.161 -0.075 -0.3129
C 0.800 -0.299 1.841 0.131 -0.193 0.174 0.7639
C 1.971 0.046 2.499 -0.081 -0.106 -0.065 -0.1787
C 1.924 0.340 3.856 0.064 0.009 -0.007 -0.5940
H -1.389 -0.095 4.406 0.003 0.001 -0.004 0.4099
H -1.320 -0.616 1.992 -0.005 -0.038 -0.019 0.5482
H 2.906 0.106 1.965 -0.001 -0.007 0.011 0.4408
H 2.829 0.617 4.380 -0.001 -0.004 -0.003 0.4064
F -3.877 1.437 -1.396 -0.018 0.043 -0.055 -0.2557
C -2.887 1.428 -0.505 0.019 -0.088 0.021 0.6401
F -2.819 0.218 0.040 0.007 -0.029 0.000 -0.1753
F -3.187 2.298 0.459 0.033 0.051 0.058 -0.2509
S -1.265 1.923 -1.303 0.051 0.173 0.041 1.1142
O -0.274 1.059 -0.694 0.024 -0.153 0.276 -0.6493
O -1.155 3.318 -1.027 -0.012 0.003 -0.015 -0.6998
N -1.457 1.702 -2.836 -0.041 -0.004 -0.090 -0.5550
S -1.570 0.286 -3.524 0.078 -0.013 -0.052 0.9182
O -1.906 -0.785 -2.623 -0.013 -0.035 0.047 -0.6406
O -2.274 0.407 -4.760 0.009 -0.015 -0.030 -0.6442
C 0.172 -0.073 -4.027 -0.041 0.009 -0.052 0.6518
F 0.650 0.888 -4.812 0.002 0.020 0.006 -0.2389
F 0.208 -1.226 -4.701 -0.026 -0.028 0.001 -0.2363
F 0.969 -0.188 -2.963 0.021 -0.003 0.017 -0.2444
```
Forces are in eV/Å.


Record 8
Computed, not measured: a single C9H7BrN4O molecule in a non-equilibrium geometry, with the ωB97M-V functional and the def2-TZVPD basis.

Molecular weight: 267.09 g mol⁻¹
Energy above the lowest of the compared OMol25 structures with the same formula, charge and spin: 49.69 kJ/mol
HOMO (alpha / beta): -7.87 / -7.51 eV
Energy: -87490.95803 eV
Maximum force: 2.7 eV/A
Spin multiplicity: 1

```
22
Properties=species:S:1:pos:R:3:forces:R:3:mulliken_charge:R:1
C -2.234 3.494 -0.058 -0.362 0.773 -0.145 -0.8286
C -1.574 2.498 -0.074 0.640 0.174 0.297 0.2432
C -0.090 0.533 -0.038 0.423 -1.789 0.134 0.7951
C -0.406 -0.888 0.022 -1.156 2.057 0.143 -0.1667
C -2.706 -0.438 0.282 2.397 -0.279 1.216 0.1046
C 1.328 0.761 -0.020 1.278 0.098 0.416 1.0909
C 1.895 -1.492 0.055 0.680 -1.934 -0.836 0.2480
C 1.882 2.101 -0.174 0.665 1.719 0.534 -1.1375
C 0.106 -3.252 0.153 -0.015 -1.249 -1.225 -0.9299
N -1.690 -1.141 0.140 -1.970 -0.135 -0.777 -0.3088
N 2.237 -0.158 0.111 -0.742 -0.399 -0.267 -0.6008
N -1.083 1.341 0.056 -0.647 -1.811 -0.393 -0.3838
N 0.518 -1.847 0.052 0.955 -0.812 -0.013 -0.0093
O 2.734 -2.380 -0.104 -1.079 1.058 0.598 -0.6307
Br -4.322 -0.147 -0.461 -0.230 0.011 -0.542 0.0403
H -2.645 4.439 0.012 -0.568 1.124 -0.038 0.5085
H 2.994 2.071 -0.235 -0.961 -0.120 -1.048 0.3608
H 1.822 2.740 0.699 -0.696 -0.156 0.820 0.3057
H 1.274 2.683 -0.875 0.713 -0.084 -0.519 0.3479
H 0.995 -3.788 0.533 -0.813 0.167 0.060 0.3406
H -0.812 -3.318 0.741 0.529 0.032 0.495 0.3653
H -0.225 -3.810 -0.817 0.960 1.555 1.088 0.2450
```
Forces are in eV/Å.